# 1
62
Properties=species:S:1:pos:R:3 method="wB97M-V/def2-TZVPD" e_homo_ev=-4.62 gap_ha=0.3021 charge=-2 lumo_ev=3.6
K -1.261 0.542 0.489
N -1.078 -4.069 -2.238
S -0.264 -2.911 -1.658
O -1.083 -1.771 -1.213
O 1.093 -2.717 -2.142
F 0.015 -3.759 -0.199
S -1.139 -3.345 -3.858
O -0.385 -4.076 -4.847
O -1.313 -1.885 -3.989
F -2.670 -3.790 -4.237
N -3.126 -3.906 1.455
S -2.050 -4.787 2.499
O -2.706 -5.529 3.581
O -0.701 -4.253 2.669
F -1.725 -6.001 1.477
S -3.008 -2.608 2.292
O -1.926 -1.632 1.892
O -3.485 -2.769 3.677
F -4.290 -1.865 1.706
N -2.619 1.766 2.412
S -2.045 3.378 2.193
O -0.592 3.523 2.000
O -2.642 4.449 2.972
F -2.755 3.710 0.691
S -2.338 1.755 3.932
O -3.621 1.789 4.659
O -1.115 2.339 4.522
F -2.223 0.202 4.079
C -1.146 1.213 -4.535
O 0.093 1.820 -4.262
P 0.338 2.550 -2.834
O -0.174 1.838 -1.663
O 1.934 2.662 -2.770
C 2.523 1.571 -2.158
O -0.135 4.082 -3.094
C -0.018 5.021 -2.091
H -1.460 0.664 -3.647
H -0.977 0.423 -5.267
H -1.806 2.038 -4.805
H 2.890 1.899 -1.185
H 3.447 1.517 -2.734
H 1.968 0.645 -2.308
H 0.471 5.924 -2.455
H 0.437 4.586 -1.201
H -1.027 5.278 -1.769
C 2.305 2.263 1.468
O 2.374 0.920 2.123
P 2.432 -0.455 1.320
O 1.229 -0.695 0.450
O 3.894 -0.357 0.536
C 4.016 -1.308 -0.648
O 2.717 -1.663 2.414
C 1.679 -1.775 3.473
H 1.913 2.995 2.174
H 1.396 2.192 0.872
H 3.253 2.553 1.014
H 3.112 -1.907 -0.757
H 4.851 -1.911 -0.292
H 4.232 -0.948 -1.654
H 1.419 -2.816 3.667
H 0.833 -1.100 3.337
H 2.041 -1.499 4.463

***

# 2
81
Properties=species:S:1:pos:R:3 method="wB97M-V/def2-TZVPD" e_homo_ev="-19.43 / -19.37" s2=3.835 gap_ha="0.2012 / 0.1467" multiplicity=4 charge=+4 lumo_ev="-14.0 / -15.4"
C -2.340 -4.673 -3.468
C -0.984 -4.383 -3.216
C -0.126 -4.184 -4.316
C -0.631 -4.364 -5.604
N -1.905 -4.670 -5.815
C -2.749 -4.827 -4.800
C -0.464 -4.234 -1.890
C 0.024 -3.983 -0.792
C 0.441 -3.321 0.412
C -0.546 -2.618 1.107
C -0.169 -1.562 2.041
C 1.226 -1.150 1.724
C 2.234 -2.071 1.460
C 1.799 -3.217 0.805
Tc 0.186 0.421 1.738
P -0.475 0.577 -0.505
H 0.913 -3.899 -4.182
H -3.066 -4.767 -2.663
H 0.016 -4.248 -6.475
H -3.789 -5.072 -5.034
H 2.487 -3.999 0.503
H -1.595 -2.889 0.942
H 3.269 -1.857 1.714
H -0.414 -1.804 3.088
C -0.791 2.375 -0.943
C -1.099 2.779 -2.390
H 0.115 2.907 -0.609
H -1.578 2.728 -0.254
H -1.196 3.874 -2.435
H -0.296 2.505 -3.086
H -2.044 2.363 -2.759
C 0.376 -0.137 -1.997
C -0.422 -0.443 -3.267
H 0.829 -1.066 -1.622
H 1.208 0.536 -2.243
H 0.263 -0.777 -4.059
H -1.136 -1.261 -3.116
H -0.960 0.428 -3.659
C -2.103 -0.305 -0.614
C -3.165 0.315 -1.517
H -2.498 -0.379 0.408
H -1.873 -1.336 -0.924
H -4.100 -0.253 -1.425
H -3.382 1.353 -1.249
H -2.893 0.292 -2.577
Br 0.980 2.172 3.396
P 2.899 1.516 0.046
C 2.866 2.304 -1.607
C 3.925 3.353 -1.874
H 1.867 2.749 -1.719
H 2.934 1.504 -2.354
H 3.764 3.750 -2.881
H 3.867 4.185 -1.170
H 4.935 2.937 -1.836
C 3.761 2.614 1.210
C 5.252 2.419 1.401
H 3.242 2.491 2.174
H 3.556 3.638 0.878
H 5.582 3.028 2.248
H 5.527 1.389 1.628
H 5.834 2.733 0.531
C 3.909 0.005 -0.152
C 5.125 0.077 -1.053
H 3.223 -0.773 -0.518
H 4.196 -0.301 0.864
H 5.549 -0.929 -1.143
H 4.879 0.425 -2.059
H 5.905 0.724 -0.643
N -1.373 3.339 1.934
C -2.142 2.349 2.512
C -3.300 2.719 3.209
C -4.204 1.739 3.564
C -3.843 0.411 3.340
C -2.607 0.094 2.806
N -1.724 1.055 2.405
H -0.376 3.322 2.238
H -1.773 4.265 2.088
H -3.417 3.785 3.417
H -5.141 2.016 4.037
H -4.520 -0.401 3.584
H -2.294 -0.946 2.694

***

# 3
13
Properties=species:S:1:pos:R:3 method="wB97M-V/def2-TZVPD" e_homo_ev="-9.93 / -9.93" gap_ha="0.3363 / 0.3363" charge=0 lumo_ev="-0.8 / -0.8"
C -3.225 -1.307 0.071
C 1.085 0.058 -0.087
C -0.334 -0.398 0.362
C -1.363 -0.034 -0.595
N -4.063 -2.093 0.141
O -1.815 1.205 -0.386
Cl -1.460 -0.510 -2.217
H 1.568 0.442 0.767
H 1.698 -0.732 -0.425
H 1.003 0.955 -0.803
H -0.214 -1.531 0.237
H -0.552 0.036 1.353
H -2.271 1.563 -1.142

***

# 4
101
Properties=species:S:1:pos:R:3 method="wB97M-V/def2-TZVPD" e_homo_ev="-7.50 / -10.02" s2=2.040 gap_ha="0.1564 / 0.2490" multiplicity=3 charge=+1 lumo_ev="-3.2 / -3.2"
Ti 0.128 -0.567 -0.364
C 5.039 -5.586 0.279
C 4.119 -4.463 -0.134
C 4.613 -3.363 -0.834
C 3.807 -2.304 -1.295
C 4.426 -1.261 -2.040
N 3.888 -0.592 -3.108
C 2.746 -1.033 -3.879
C 2.881 -2.505 -4.290
C 1.611 -3.109 -4.865
N 0.466 -2.937 -3.942
C -0.752 -3.021 -4.347
C -1.901 -2.551 -3.671
C -3.147 -2.679 -4.322
C -4.281 -2.052 -3.874
C -5.607 -2.179 -4.585
C -4.151 -1.270 -2.718
C -2.962 -1.128 -2.035
C -2.962 -0.516 -0.722
N -1.955 -0.347 0.042
C -2.357 -0.375 1.466
C -2.242 -1.823 1.942
C -0.792 -2.261 2.105
N 0.027 -2.211 0.880
C 0.763 -3.248 0.682
C 1.958 -3.360 -0.114
C 2.783 -4.469 0.193
C 2.433 -2.299 -0.894
O 1.650 -1.255 -1.134
C -1.788 -1.787 -2.482
O -0.671 -1.657 -1.878
H 5.388 -6.153 -0.587
H 4.539 -6.278 0.956
H 5.922 -5.191 0.787
H 5.672 -3.327 -1.077
H 5.465 -1.036 -1.829
H 4.357 0.239 -3.416
H 2.683 -0.403 -4.767
H 1.836 -0.875 -3.304
H 3.172 -3.098 -3.424
H 3.674 -2.614 -5.031
H 1.774 -4.172 -5.039
H 1.346 -2.648 -5.817
H 0.609 -2.520 -3.016
H -0.884 -3.444 -5.343
H -3.192 -3.285 -5.224
H -5.564 -2.946 -5.357
H -5.886 -1.238 -5.063
H -6.404 -2.444 -3.889
H -5.027 -0.759 -2.327
H -3.955 -0.327 -0.304
H -3.375 -0.005 1.585
H -1.706 0.230 2.070
H -2.756 -2.484 1.239
H -2.733 -1.916 2.912
H -0.766 -3.271 2.519
H -0.312 -1.601 2.831
H 0.566 -4.121 1.307
H 2.371 -5.287 0.775
O 3.014 0.887 -0.113
S 2.522 0.672 1.238
O 2.754 -0.962 1.574
N 0.846 0.676 1.176
C 0.373 1.226 2.409
C 0.891 0.867 3.635
C 0.452 1.459 4.840
C -0.536 2.394 4.839
C -1.110 2.790 3.610
C -2.163 3.731 3.539
C -2.660 4.104 2.327
C -2.095 3.529 1.169
N -1.141 2.636 1.192
C -0.638 2.245 2.393
C 3.757 -1.297 2.461
C 3.474 -2.290 3.386
C 4.453 -2.684 4.287
C 5.708 -2.087 4.267
C 5.978 -1.091 3.338
C 5.008 -0.692 2.429
H 1.642 0.089 3.693
H 0.904 1.145 5.772
H -0.892 2.838 5.761
H -2.567 4.139 4.459
H -3.465 4.822 2.243
H -2.454 3.826 0.185
H 2.489 -2.747 3.387
H 4.228 -3.456 5.013
H 6.470 -2.399 4.969
H 6.953 -0.619 3.317
H 5.216 0.075 1.691
Br -0.720 0.396 -4.238
C -0.606 1.725 -2.884
C -1.211 2.921 -3.209
C -0.908 4.034 -2.440
C 0.000 3.884 -1.420
C 0.464 2.614 -1.118
N 0.147 1.500 -1.799
H -1.856 2.981 -4.072
H -1.343 4.999 -2.671
H 0.338 4.727 -0.832
H 1.154 2.476 -0.310

***

# 5
89
Properties=species:S:1:pos:R:3 method="wB97M-V/def2-TZVPD" e_homo_ev=-8.47 gap_ha=0.3113 charge=0 lumo_ev=0.0
N 4.451 0.243 0.361
H 5.061 -0.563 0.248
H 3.645 0.212 -0.318
H 4.967 1.126 0.305
H 3.927 0.180 1.271
N 0.509 0.327 3.988
H 0.222 1.226 4.344
H 0.414 0.386 2.899
H 0.048 -0.552 4.239
H 1.528 0.166 4.001
C 1.437 0.419 1.037
O 1.796 0.443 -0.229
O 0.356 1.009 1.449
O 2.284 -0.012 1.972
O -2.233 3.412 -3.099
S -1.560 3.780 -1.898
O -0.523 4.769 -1.983
O -2.540 4.319 -0.771
C -3.658 3.478 -0.382
C -3.789 3.470 1.109
C -0.846 2.349 -1.145
H -3.318 2.475 -0.678
H -4.574 3.572 -0.963
H -4.018 4.459 1.504
H -2.901 3.091 1.615
H -4.605 2.792 1.373
H -0.632 2.716 -0.138
H 0.105 1.998 -1.531
H -1.568 1.544 -1.103
O -0.011 -2.206 -5.529
S 1.259 -2.820 -5.696
O 1.914 -2.826 -6.950
O 2.189 -2.304 -4.522
C 2.689 -0.921 -4.607
C 4.199 -0.937 -4.489
C 1.056 -4.496 -5.177
H 2.231 -0.467 -3.724
H 2.347 -0.472 -5.539
H 4.685 -0.888 -5.459
H 4.559 -1.823 -3.959
H 4.549 -0.131 -3.850
H 0.815 -4.483 -4.115
H 2.076 -4.889 -5.172
H 0.400 -5.074 -5.808
O 0.163 -4.708 -1.877
S -0.963 -3.845 -1.728
O -2.100 -4.121 -2.499
O -1.393 -3.865 -0.162
C -0.404 -3.723 0.837
C -0.923 -4.417 2.112
C -0.420 -2.151 -1.928
H -0.098 -2.704 1.136
H 0.565 -4.153 0.569
H -1.430 -5.308 1.725
H -1.716 -3.817 2.558
H -0.087 -4.693 2.741
H -0.037 -2.103 -2.942
H 0.435 -2.078 -1.250
H -1.209 -1.516 -1.553
O 4.962 5.006 -0.477
S 3.919 4.227 0.097
O 4.213 2.991 0.760
O 3.048 5.139 1.059
C 2.156 4.463 1.964
C 2.096 5.315 3.218
C 2.622 3.933 -1.111
H 2.462 3.447 2.194
H 1.172 4.515 1.496
H 1.212 5.129 3.826
H 1.871 6.346 2.903
H 3.072 5.410 3.689
H 2.910 4.100 -2.148
H 1.762 4.568 -0.925
H 2.318 2.885 -1.043
O -3.648 -0.234 4.310
S -2.804 -1.243 3.768
O -1.543 -1.534 4.334
O -3.572 -2.635 3.871
C -4.963 -2.596 3.465
C -5.272 -3.796 2.578
C -2.725 -0.983 2.001
H -5.303 -1.648 3.061
H -5.465 -2.744 4.425
H -6.116 -3.550 1.935
H -5.454 -4.720 3.110
H -4.379 -3.865 1.949
H -1.816 -0.377 1.871
H -3.608 -0.493 1.624
H -2.450 -1.950 1.581

***

# 6
14
Properties=species:S:1:pos:R:3 method="wB97M-V/def2-TZVPD" e_homo_ev=-11.30 gap_ha=0.4441 charge=0 smiles=CC.O.O lumo_ev=0.8
C -0.391 0.859 -1.049
C 0.939 1.570 -0.905
H -0.557 0.239 -1.939
H -1.210 1.579 -1.125
H -0.680 0.135 -0.285
H 0.843 2.631 -1.148
H 1.425 1.483 0.062
H 1.693 1.293 -1.648
O 1.312 -0.412 2.195
H 2.148 -0.703 1.806
H 0.930 0.246 1.616
O -1.837 -1.703 -0.265
H -2.050 -2.598 0.038
H -2.103 -1.676 -1.191

***

# 7
14
Properties=species:S:1:pos:R:3 method="wB97M-V/def2-TZVPD" e_homo_ev=-9.19 gap_ha=0.3723 charge=0 smiles="C=CN.CS" lumo_ev=0.9
C -3.073 -0.451 0.305
C -2.532 -1.593 0.706
N -1.307 -2.155 0.226
H -3.974 -0.103 0.796
H -2.640 0.273 -0.369
H -2.896 -2.054 1.620
H -0.720 -1.394 -0.104
H -1.420 -2.729 -0.604
C 3.061 1.650 0.230
S 1.619 1.100 -0.714
H 2.997 1.396 1.291
H 3.123 2.739 0.212
H 3.965 1.229 -0.186
H 0.712 1.631 0.112

***

# 8
102
Properties=species:S:1:pos:R:3 method="wB97M-V/def2-TZVPD" e_homo_ev=-1.66 gap_ha=0.2012 charge=-2 lumo_ev=3.8
Sr -2.080 -0.122 1.190
N -0.429 1.452 -0.648
C 0.728 1.845 0.223
C 1.959 2.459 -0.533
C 2.428 3.696 0.184
N 3.155 3.339 1.408
H -0.057 1.074 -1.532
H -0.861 2.334 -0.843
H 1.117 0.956 0.728
H 0.375 2.445 1.113
H 1.828 2.557 -1.647
H 2.835 1.827 -0.403
H 1.597 4.358 0.514
H 3.073 4.425 -0.338
H 3.915 2.721 1.089
H 2.571 2.752 2.002
C -3.264 4.540 0.180
C -4.157 3.452 -0.407
N -4.021 2.165 -0.228
C -5.054 1.495 -0.858
C -5.835 2.453 -1.509
N -5.257 3.720 -1.142
C -7.036 2.576 -2.367
O -7.522 1.423 -2.809
O -7.538 3.648 -2.609
C -5.127 -0.053 -0.863
O -5.973 -0.509 -1.658
O -4.352 -0.681 -0.099
H -2.301 4.133 0.527
H -3.716 5.080 1.053
H -3.080 5.277 -0.564
H -5.627 4.519 -1.588
H -7.011 0.664 -2.422
C 5.943 3.183 -4.049
C 4.613 2.584 -4.323
C 4.520 1.350 -4.930
C 3.344 1.050 -5.554
C 2.202 1.803 -5.432
C 2.201 2.969 -4.720
C 3.468 3.388 -4.240
S 0.672 0.965 -5.778
O 1.043 0.022 -6.802
O -0.169 2.041 -6.210
N 0.111 0.319 -4.477
C 0.357 -1.050 -4.304
C -0.117 -2.031 -5.163
C 0.132 -3.404 -4.964
C 0.828 -3.847 -3.860
C 1.239 -2.906 -2.904
C 1.790 -3.278 -1.655
C 2.422 -2.331 -0.883
C 2.491 -0.989 -1.371
N 1.831 -0.613 -2.425
C 1.102 -1.513 -3.147
H 6.319 3.719 -4.931
H 6.699 2.448 -3.805
H 5.924 3.970 -3.230
H 5.427 0.723 -4.998
H 3.216 0.082 -6.056
H 1.236 3.487 -4.537
H 3.556 4.353 -3.769
H -0.636 -1.742 -6.062
H -0.228 -4.146 -5.690
H 0.914 -4.925 -3.659
H 1.665 -4.324 -1.369
H 2.700 -2.577 0.139
H 3.105 -0.272 -0.806
C 2.658 0.187 4.701
C 1.135 0.383 4.468
N 0.668 -0.898 3.964
C -0.711 -1.316 4.069
S -1.901 0.383 3.911
N -0.979 -1.747 5.495
C 0.100 -2.056 6.429
C 0.118 -3.502 7.018
H 3.138 0.911 5.421
H 3.217 0.135 3.774
H 2.714 -0.750 5.201
H 0.940 1.214 3.842
H 0.666 0.592 5.387
H 0.906 -0.885 2.998
H -1.605 -1.082 5.938
H -0.011 -1.409 7.316
H 1.095 -1.828 6.069
H -0.898 -3.806 7.120
H 0.557 -3.475 7.988
H 0.584 -4.221 6.326
C -3.225 -3.183 2.803
C -1.709 -3.487 2.942
C -1.695 -4.437 4.145
C -1.226 -4.370 1.728
C -0.827 -2.230 2.944
H -3.754 -4.124 2.708
H -3.481 -2.561 1.944
H -3.680 -2.748 3.717
H -2.270 -5.344 3.979
H -2.042 -3.917 5.044
H -0.638 -4.660 4.338
H -1.483 -5.429 1.889
H -0.147 -4.321 1.692
H -1.626 -3.961 0.793
H 0.208 -2.585 2.717

***

Energy (computed, hartree): -6179.66091, -4669.58181, -746.08008, -6208.30676, -4093.10864, -232.64974, -572.59260, -3080.35723